# 1
The following is a quantum chemistry calculation of a cluster of 9 separate species, H20NO8 in total in a non-equilibrium geometry, from OMol25.

Last columns: bonded neighbours and bond lengths (Å).
Cartesian coordinates (Å):
1 N -0.20400 0.23425 0.18571  H2 1.023, H3 1.025, H4 1.029, H5 1.048
2 H -0.97690 -0.26588 0.63225  N1 1.023
3 H -0.32026 0.16670 -0.83001  N1 1.025
4 H 0.71840 -0.06686 0.52970  N1 1.029
5 H -0.23520 1.26926 0.34981  N1 1.048
6 O -1.45471 -1.80126 -1.41180  H7 0.964, H8 0.964
7 H -2.18195 -2.22702 -0.94273  O6 0.964
8 H -1.06002 -2.50836 -1.93508  O6 0.964
9 O 2.89087 1.82229 -0.74595  H10 0.961, H11 0.964
10 H 2.69240 2.68613 -1.11740  O9 0.961
11 H 2.71804 1.20748 -1.46843  O9 0.964
12 O 2.39978 -0.13462 1.18840  H13 0.964, H14 0.972
13 H 2.90001 -0.93020 1.40254  O12 0.964
14 H 2.98315 0.36421 0.59141  O12 0.972
15 O 1.48837 -1.81609 3.60642  H16 0.962, H17 0.963
16 H 1.35049 -1.16598 2.91042  O15 0.962
17 H 2.04396 -2.49273 3.20600  O15 0.963
18 O 0.11031 0.51993 -2.59948  H19 0.964, H20 0.965
19 H 0.51003 0.76923 -3.44026  O18 0.964
20 H 0.12203 -0.44459 -2.59408  O18 0.965
21 O -1.72737 -1.61526 1.78618  H22 0.964, H23 0.965
22 H -2.66410 -1.80034 1.91677  O21 0.964
23 H -1.27029 -2.29745 2.29310  O21 0.965
24 O -0.14468 2.90895 0.48315  H25 0.966, H26 0.962
25 H -1.05015 3.22786 0.37496  O24 0.966
26 H 0.40332 3.60090 0.10123  O24 0.962
27 O -3.55648 0.36609 -1.80380  H28 0.965, H29 0.962
28 H -2.86491 -0.30527 -1.75406  O27 0.965
29 H -3.62015 0.72864 -0.91497  O27 0.962

Summary:
DFT total energy ... -18189.610 eV
Multiplicity ... 1
Charge ... +1
F_max ... 0.02236 Eh/bohr
Kohn-Sham gap ... 11.0920 eV
Energy relative to the best compared isomer or geometry (same formula, charge and spin) ... 0.648 eV

---

# 2
The following is a quantum chemistry calculation of a cluster of 10 separate species, H20O10 in total in a non-equilibrium geometry, from OMol25.

Last columns: bonded neighbours and bond lengths (Å).
Cartesian coordinates (Å):
1 H 0.36898 1.56187 -0.16640  O21 0.948
2 H 0.51074 0.66384 -1.46602  O21 0.996
3 H -4.39517 0.81881 0.79669  O22 0.936
4 H -3.81017 -0.55466 0.94307  O22 1.035
5 H 3.71399 -3.03819 1.47508  O23 0.963
6 H 2.80378 -2.20633 0.55041  O23 0.973
7 H -4.98103 -0.82480 -2.38551  O24 0.911
8 H -3.64982 -0.43719 -2.74151  O24 0.961
9 H 2.99810 1.05708 -1.87143  O25 1.012
10 H 1.71089 1.68898 -1.06886  O25 0.954
11 H -1.19496 -0.76496 2.01460  O26 0.972
12 H -1.16728 -1.27307 3.55664  O26 1.020
13 H -2.23824 2.73301 0.77898  O27 0.979
14 H -1.71847 2.01828 2.05433  O27 0.891
15 H 0.45456 -2.12970 0.59061  O28 0.916
16 H 0.96406 -0.75331 0.50718  O28 0.970
17 H 1.73906 3.99378 0.28036  O29 0.898
18 H 2.31271 2.73319 0.62455  O29 0.964
19 H 2.20483 -1.81068 -2.06746  O30 0.885
20 H 2.84367 -3.13309 -1.69840  O30 0.968
21 O 0.34004 0.66896 -0.48485  H1 0.948, H2 0.996
22 O -3.85844 0.24563 0.28816  H3 0.936, H4 1.035
23 O 3.45087 -2.13416 1.27384  H5 0.963, H6 0.973
24 O -4.12704 -1.11289 -2.25167  H7 0.911, H8 0.961
25 O 2.43171 1.87085 -1.66753  H9 1.012, H10 0.954
26 O -0.94984 -1.51065 2.58836  H11 0.972, H12 1.020
27 O -1.57622 2.13595 1.18290  H13 0.979, H14 0.891
28 O 0.35355 -1.37493 0.08118  H15 0.916, H16 0.970
29 O 2.43892 3.48672 0.03594  H17 0.898, H18 0.964
30 O 2.02623 -2.61832 -1.75324  H19 0.885, H20 0.968

Summary:
DFT total energy ... -20796.248 eV
Multiplicity ... 1
Charge ... 0
F_max ... 0.11153 Eh/bohr
SMILES ... O.O.O.O.O.O.O.O.O.O
Kohn-Sham gap ... 10.2247 eV
Energy relative to the best compared isomer or geometry (same formula, charge and spin) ... 6.364 eV

---

# 3
The following is a quantum chemistry calculation of a cluster of 10 separate species, H20O10 in total in a non-equilibrium geometry, from OMol25.

Last columns: bonded neighbours and bond lengths (Å).
Cartesian coordinates (Å):
1 H -0.58246 0.62238 0.31455  O21 0.964
2 H 0.62728 0.55320 -0.60294  O21 0.964
3 H 1.44796 3.90166 3.96374  O22 0.964
4 H 2.32453 3.17738 2.95523  O22 0.964
5 H -6.05348 -0.88047 -1.01712  O23 0.964
6 H -4.79345 -0.87346 -0.16723  O23 0.964
7 H -0.51512 -0.70850 3.53250  O24 0.964
8 H -1.32409 -1.91767 3.09261  O24 0.964
9 H 3.52413 -2.62204 -3.03148  O25 0.964
10 H 2.14817 -2.44162 -2.41162  O25 0.964
11 H -1.64685 -1.13487 0.23021  O26 0.964
12 H -2.98560 -0.68585 -0.33206  O26 0.964
13 H 4.00666 -2.68019 -0.41301  O27 0.964
14 H 2.93927 -1.59888 -0.45149  O27 0.964
15 H 0.87600 2.46034 -1.84687  O28 0.964
16 H 2.06753 2.25340 -0.92628  O28 0.964
17 H 0.69347 -2.85992 0.33919  O29 0.964
18 H 0.14093 -2.58628 1.72838  O29 0.964
19 H -1.11400 3.57551 -2.16604  O30 0.964
20 H -1.52051 4.41947 -3.36292  O30 0.964
21 O 0.33006 0.31376 0.28211  H1 0.964, H2 0.964
22 O 2.10867 4.05887 3.27982  H3 0.964, H4 0.964
23 O -5.54975 -1.42356 -0.40044  H5 0.964, H6 0.964
24 O -1.25977 -0.96307 2.97602  H7 0.964, H8 0.964
25 O 3.03316 -2.76904 -2.21519  H9 0.964, H10 0.964
26 O -2.37991 -0.53312 0.40197  H11 0.964, H12 0.964
27 O 3.45109 -2.14004 0.16021  H13 0.964, H14 0.964
28 O 1.81361 2.23718 -1.85593  H15 0.964, H16 0.964
29 O -0.02045 -2.40130 0.79633  H17 0.964, H18 0.964
30 O -1.78707 3.64672 -2.85226  H19 0.964, H20 0.964

Summary:
DFT total energy ... -20798.744 eV
Multiplicity ... 1
Charge ... 0
F_max ... 0.02030 Eh/bohr
SMILES ... O.O.O.O.O.O.O.O.O.O
Kohn-Sham gap ... 10.9431 eV
Energy relative to the best compared isomer or geometry (same formula, charge and spin) ... 3.868 eV

---

# 4
The following is a quantum chemistry calculation of a cluster of 10 separate species, H20O10 in total in a non-equilibrium geometry, from OMol25.

Last columns: bonded neighbours and bond lengths (Å).
Cartesian coordinates (Å):
1 H 0.38711 -1.05030 0.64283  O21 0.964
2 H -1.02629 -0.83396 0.12751  O21 0.964
3 H 0.83368 2.20659 -0.19696  O22 0.964
4 H 1.44455 3.53780 -0.60288  O22 0.964
5 H -0.63203 1.47421 -0.88386  O23 0.964
6 H -2.08130 1.58400 -0.43935  O23 0.964
7 H -5.14962 -0.10137 0.94509  O24 0.964
8 H -4.58864 1.11520 0.22723  O24 0.964
9 H -0.72163 -1.84934 -2.43542  O25 0.964
10 H 0.12534 -2.16094 -1.21248  O25 0.964
11 H -3.49511 0.14959 -0.64434  O26 0.964
12 H -3.55137 -1.17665 -1.38458  O26 0.964
13 H -0.28343 -0.84486 3.26894  O27 0.964
14 H -0.74125 -2.17607 2.69593  O27 0.964
15 H 3.34345 -1.96705 -1.43308  O28 0.964
16 H 3.86527 -1.96156 -0.00559  O28 0.964
17 H 2.69409 0.62935 0.98299  O29 0.964
18 H 2.57522 -0.50037 1.99277  O29 0.964
19 H 3.96849 2.10587 -0.22638  O30 0.964
20 H 3.09577 1.38436 -1.24020  O30 0.964
21 O -0.12414 -0.50866 0.03108  H1 0.964, H2 0.964
22 O 1.63413 2.59338 -0.56935  H3 0.964, H4 0.964
23 O -1.37139 2.09153 -0.84854  H5 0.964, H6 0.964
24 O -5.32634 0.83143 0.77884  H7 0.964, H8 0.964
25 O 0.09465 -2.28634 -2.16763  H9 0.964, H10 0.964
26 O -4.01198 -0.66104 -0.71304  H11 0.964, H12 0.964
27 O -0.54494 -1.26700 2.44286  H13 0.964, H14 0.964
28 O 3.04950 -1.91388 -0.51670  H15 0.964, H16 0.964
29 O 3.17225 0.19723 1.69967  H17 0.964, H18 0.964
30 O 3.36596 1.35885 -0.31536  H19 0.964, H20 0.964

Summary:
DFT total energy ... -20797.600 eV
Multiplicity ... 1
Charge ... 0
F_max ... 0.06463 Eh/bohr
SMILES ... O.O.O.O.O.O.O.O.O.O
Kohn-Sham gap ... 9.5994 eV
Energy relative to the best compared isomer or geometry (same formula, charge and spin) ... 5.013 eV

---

# 5
The following is a quantum chemistry calculation of a cluster of 10 separate species, H20O10 in total in a non-equilibrium geometry, from OMol25.

Last columns: bonded neighbours and bond lengths (Å).
Cartesian coordinates (Å):
1 H -0.81858 -1.07924 -1.14744  O21 0.913
2 H -0.27243 -0.11795 -0.20131  O21 0.993
3 H 0.68712 4.34324 1.60643  O22 0.956
4 H 0.06815 3.37178 2.56252  O22 0.999
5 H -2.42300 2.38090 0.23527  O23 0.977
6 H -1.49135 3.56094 0.00148  O23 0.943
7 H -1.52945 2.34920 3.65721  O24 1.007
8 H -0.22464 1.68811 3.60224  O24 0.895
9 H -1.14599 -3.71005 -2.26735  O25 1.018
10 H 0.16358 -4.26466 -1.53368  O25 0.968
11 H -0.85702 -1.46081 -4.03688  O26 0.970
12 H -0.50939 -0.95994 -5.41467  O26 0.895
13 H -1.08873 -2.72962 1.90220  O27 0.982
14 H -0.16191 -3.43919 2.93001  O27 0.965
15 H 2.92815 0.49327 1.65193  O28 0.950
16 H 1.78023 -0.01411 2.42931  O28 0.883
17 H 2.13565 -0.48804 -3.47897  O29 0.981
18 H 2.66274 -1.22722 -2.28983  O29 1.033
19 H 0.15628 2.43046 0.24691  O30 1.002
20 H 0.85137 3.54827 -0.78351  O30 0.974
21 O -0.92466 -0.86326 -0.26658  H1 0.913, H2 0.993
22 O 0.19554 3.52407 1.58366  H3 0.956, H4 0.999
23 O -1.72875 2.92460 0.65589  H5 0.977, H6 0.943
24 O -1.08579 1.44579 3.62825  H7 1.007, H8 0.895
25 O -0.60502 -4.54448 -2.05183  H9 1.018, H10 0.968
26 O -0.18578 -1.44572 -4.73670  H11 0.970, H12 0.895
27 O -1.08470 -3.35629 2.65844  H13 0.982, H14 0.965
28 O 2.60524 -0.22045 2.18995  H15 0.950, H16 0.883
29 O 2.64494 -1.31161 -3.31896  H17 0.981, H18 1.033
30 O 0.05513 3.26292 -0.30111  H19 1.002, H20 0.974

Summary:
DFT total energy ... -20794.646 eV
Multiplicity ... 1
Charge ... 0
F_max ... 0.15773 Eh/bohr
SMILES ... O.O.O.O.O.O.O.O.O.O
Kohn-Sham gap ... 9.7398 eV
Energy relative to the best compared isomer or geometry (same formula, charge and spin) ... 7.967 eV